C2H11N4O | the ωB97M-V functional and the def2-TZVPD basis

Summary:
energy relative to the best compared isomer or geometry (same formula, charge and spin) = 340.32 kJ/mol
maximum force = 4.87 eV/Å
multiplicity = 1
E_tot = -376.7335 hartree
charge = +1
lowest unoccupied orbital energy = -2.91 eV

```
18
Properties=species:S:1:pos:R:3:forces:R:3
C 1.074866 1.330941 -0.182714 4.2 -1.0 -2.3
C 0.983961 -0.147826 0.205064 -0.1 2.7 0.1
N -1.938935 0.905449 1.231715 -1.0 -1.6 -0.5
N -0.255574 -0.445728 -1.710735 -0.1 -0.4 0.0
N 0.282350 -0.930767 -0.560902 0.3 -0.2 0.4
N 0.051340 -2.285886 -0.299527 -0.1 2.6 0.3
O 1.584427 -0.598042 1.283254 0.0 -0.7 0.5
H 1.998979 1.941463 0.223728 -2.0 -1.6 -0.3
H 0.208430 1.914650 -0.174612 -1.5 0.5 0.6
H 1.321000 1.222171 -1.314848 -0.2 0.5 1.7
H -1.643171 1.027290 2.185680 0.0 0.1 0.3
H -2.703836 0.163827 1.252865 1.3 1.5 -0.1
H -0.206937 -1.060522 -2.501334 0.0 0.2 -0.2
H -0.729054 0.432439 -1.689521 -0.4 -0.1 0.1
H -2.342172 1.777190 0.910620 -0.2 -0.1 0.2
H 0.776291 -2.598540 0.291625 0.5 -1.5 0.2
H -0.534161 -2.710744 -0.985822 0.2 -0.6 0.0
H 2.072200 0.062630 1.835458 -0.8 -0.4 -1.0
```
Forces are in eV/Å.

Per-atom Mulliken charges, elementary charge units: atom 1 (C): -1.399, atom 2 (C): 1.064, atom 3 (N): -0.722, atom 4 (N): -0.849, atom 5 (N): 0.947, atom 6 (N): -0.688, atom 7 (O): -0.508, atom 8 (H): 0.368, atom 9 (H): 0.326, atom 10 (H): 0.411, atom 11 (H): 0.234, atom 12 (H): 0.250, atom 13 (H): 0.226, atom 14 (H): 0.213, atom 15 (H): 0.252, atom 16 (H): 0.234, atom 17 (H): 0.254, atom 18 (H): 0.387